# 1
DFT (ωB97M-V/def2-TZVPD) results for a 2-piece molecular cluster, C7H19FNO6P overall at a distorted geometry.

Last column: Mulliken charge in e.
Element x y z (Å)
C  -1.616  2.235  -4.011  -0.34
O  -1.038  3.565  -3.764  -0.31
P  0.555  3.453  -3.032  1.00
O  1.500  2.378  -3.775  -0.59
O  0.483  3.133  -1.286  -0.45
O  1.278  5.061  -3.251  -0.19
F  0.558  5.973  -2.639  -0.09
H  -1.354  1.775  -5.067  0.25
H  -2.800  2.389  -4.026  0.24
H  -1.356  1.425  -3.196  0.11
H  1.468  3.131  -1.019  0.35
C  -1.081  -2.973  3.524  -0.72
O  0.026  -2.081  3.551  -0.34
C  1.208  -2.626  2.948  -0.80
C  1.524  -1.907  1.627  -0.14
N  0.544  -2.243  0.588  -0.33
C  0.630  -1.388  -0.601  -0.99
C  0.344  0.117  -0.419  0.11
O  -1.015  0.414  -0.085  -0.41
C  -1.320  0.310  1.298  -0.56
H  -1.871  -2.551  4.151  0.23
H  -1.470  -3.079  2.512  0.30
H  -0.807  -3.954  3.927  0.34
H  1.138  -3.713  2.808  0.40
H  2.029  -2.438  3.648  0.39
H  2.523  -2.199  1.286  0.38
H  1.530  -0.832  1.831  0.15
H  -0.392  -2.153  0.975  0.08
H  -0.099  -1.782  -1.320  0.40
H  1.619  -1.512  -1.058  0.40
H  0.521  0.599  -1.385  0.12
H  1.032  0.599  0.285  0.24
H  -0.472  0.572  1.937  0.29
H  -1.677  -0.696  1.525  0.14
H  -2.140  0.999  1.518  0.32

Summary:
- E (eV) = -33343.36069
- SMILES string = CO[P@](=O)(O)OF.COCCNCCOC
- HOMO energy (eV) = -8.7
- net charge = 0
- gap between HOMO and LUMO (Ha) = 0.317
- LUMO level (eV) = -0.11
- molecular weight (g mol⁻¹) = 263.20



# 2
DFT (ωB97M-V/def2-TZVPD) results for an isolated ion of composition C7H19N2OP2 and charge +1 at a distorted geometry.

Last column: Mulliken charge in e.
Element x y z (Å)
C  1.389  1.140  -3.220  -1.64
C  1.129  0.306  -2.001  0.37
C  0.139  0.949  -0.953  -0.78
N  0.039  0.050  0.204  -0.09
P  -0.862  0.848  1.920  0.47
N  -2.397  0.831  1.357  -0.41
C  -0.853  0.614  3.732  -0.79
C  -0.288  -0.597  2.963  -0.59
C  -0.354  -1.231  -0.200  -1.25
C  0.496  -1.875  -1.419  0.02
P  -0.526  -3.287  -1.929  -0.12
O  0.591  -0.867  -2.520  -0.35
H  0.467  1.314  -3.821  0.35
H  2.097  0.618  -3.807  0.40
H  1.675  2.152  -2.940  0.41
H  2.045  0.050  -1.490  0.43
H  0.384  2.067  -0.666  0.38
H  -0.759  0.944  -1.538  0.33
H  0.944  -0.023  0.597  0.39
H  -0.320  2.051  1.512  0.06
H  -2.656  0.759  0.379  0.20
H  -3.137  0.511  1.909  0.27
H  -1.730  0.345  4.222  0.33
H  -0.114  1.109  4.248  0.34
H  -0.866  -1.469  2.997  0.39
H  0.667  -1.000  3.332  0.43
H  -1.346  -1.137  -0.814  0.35
H  -0.547  -1.844  0.630  0.58
H  1.543  -2.310  -1.361  0.41
H  0.245  -3.570  -3.092  0.06
H  -1.580  -2.871  -2.760  0.06

Summary:
- E (eV) = -31162.30735
- SMILES string = C[C@H]1C[N@@H+]([PH]2(N)CC2)C[C@@H](P)O1
- HOMO energy (eV) = -12.5
- energy above the lowest of the compared OMol25 structures with the same formula, charge and spin (eV) = 1.857
- net charge = +1
- gap between HOMO and LUMO (Ha) = 0.360
- LUMO level (eV) = -2.68
- molecular weight (g mol⁻¹) = 209.19



# 3
DFT (ωB97M-V/def2-TZVPD) results for a 2-piece molecular cluster, C7H19N3 overall.

Last column: Mulliken charge in e.
Element x y z (Å)
C  1.313  -0.660  -0.130  1.50
C  1.171  -1.530  -1.377  -1.76
C  2.100  -1.444  0.919  -1.69
C  2.041  0.632  -0.476  -1.49
H  -0.225  -0.139  -0.204  -0.93
H  0.650  -2.467  -1.154  0.30
H  2.152  -1.804  -1.801  0.46
H  0.612  -1.022  -2.170  0.30
H  2.312  -0.849  1.814  0.39
H  1.482  1.226  -1.207  0.26
H  3.081  -1.773  0.533  0.44
H  1.565  -2.343  1.239  0.32
H  2.193  1.260  0.407  0.26
H  3.037  0.447  -0.914  0.48
C  -2.050  0.928  -1.304  -1.89
C  -1.266  0.994  1.108  0.08
C  -1.477  0.210  -0.090  1.75
N  -0.455  0.411  1.999  -0.38
N  -1.631  2.300  1.232  -0.41
N  -2.030  -1.113  0.175  -0.67
H  -0.041  0.981  2.723  0.27
H  0.207  -0.240  1.466  0.30
H  -1.177  2.897  1.905  0.19
H  -2.250  2.698  0.548  0.21
H  -3.043  -1.116  0.152  0.23
H  -1.683  -1.783  -0.500  0.26
H  -1.526  1.863  -1.514  0.43
H  -1.941  0.286  -2.179  0.40
H  -3.120  1.150  -1.201  0.37

Summary:
- E (eV) = -12034.86951
- HOMO energy (eV) = -6.1
- energy above the lowest of the compared OMol25 structures with the same formula, charge and spin (eV) = 2.930
- net charge = 0
- gap between HOMO and LUMO (Ha) = 0.242
- LUMO level (eV) = 0.54
- molecular weight (g mol⁻¹) = 145.25



# 4
DFT (ωB97M-V/def2-TZVPD) results for a 2-piece molecular cluster, C7H19N3O overall.

Last column: Mulliken charge in e.
Element x y z (Å)
C  -1.133  2.106  -0.304  -1.04
N  -0.663  0.934  0.460  -0.29
C  -1.789  0.096  0.866  -1.16
C  -2.436  -0.766  -0.269  0.40
C  -3.193  -1.864  0.449  -1.48
N  -3.322  -0.041  -1.163  -0.59
H  -0.288  2.734  -0.612  0.29
H  -1.582  1.734  -1.230  0.38
H  -1.853  2.692  0.285  0.30
H  -0.181  1.270  1.297  0.26
H  -2.620  0.665  1.327  0.41
H  -1.401  -0.582  1.639  0.50
H  -1.615  -1.198  -0.858  0.31
H  -4.023  -1.427  1.006  0.32
H  -2.512  -2.366  1.146  0.37
H  -3.580  -2.606  -0.249  0.40
H  -4.146  0.294  -0.642  0.25
H  -3.655  -0.653  -1.920  0.27
C  4.744  -0.904  0.085  -1.01
C  3.358  -0.340  -0.125  0.94
C  3.074  1.137  -0.062  -1.19
N  2.521  -1.254  -0.425  -0.60
O  1.221  -0.875  -0.753  -0.26
H  5.508  -0.324  -0.445  0.30
H  5.020  -0.904  1.129  0.23
H  4.756  -1.942  -0.273  0.34
H  2.361  1.353  0.744  0.25
H  2.569  1.446  -0.994  0.34
H  3.971  1.737  0.062  0.32
H  0.887  -0.152  -0.170  0.42

Summary:
- E (eV) = -14083.02165
- SMILES string = CNC[C@@H](C)N.CC(C)=NO
- HOMO energy (eV) = -9.0
- energy above the lowest of the compared OMol25 structures with the same formula, charge and spin (eV) = 0.305
- net charge = 0
- gap between HOMO and LUMO (Ha) = 0.360
- LUMO level (eV) = 0.82
- molecular weight (g mol⁻¹) = 161.25



# 5
DFT (ωB97M-V/def2-TZVPD) results for an isolated ion of composition C7H19N5 and charge +2.

Last column: Mulliken charge in e.
Element x y z (Å)
C  0.349  -0.051  2.462  -1.02
C  0.881  -0.849  1.557  0.11
N  0.614  -0.804  0.163  0.44
C  1.353  -1.608  -0.698  -0.96
N  2.849  -1.129  -0.837  -0.19
N  -0.176  0.212  -0.364  -0.02
C  0.493  1.393  -0.902  -1.04
C  1.124  2.304  0.145  -1.05
C  -1.554  0.107  -0.314  0.72
N  -2.264  1.267  -0.148  -0.42
C  -2.191  -1.091  -0.359  -1.14
N  -3.623  -1.187  -0.055  -0.24
H  -0.319  0.752  2.211  0.23
H  0.583  -0.178  3.501  0.32
H  1.534  -1.663  1.828  0.35
H  0.937  -1.595  -1.707  0.36
H  1.442  -2.637  -0.336  0.45
H  2.897  -0.147  -1.143  0.31
H  3.354  -1.715  -1.514  0.39
H  3.322  -1.202  0.075  0.39
H  1.258  1.053  -1.614  0.36
H  -0.232  1.950  -1.499  0.64
H  1.644  3.119  -0.353  0.44
H  0.375  2.742  0.800  0.27
H  1.838  1.770  0.768  0.31
H  -3.131  1.394  -0.649  0.23
H  -1.744  2.123  -0.042  0.22
H  -1.676  -2.022  -0.492  0.43
H  -3.882  -0.452  0.624  0.38
H  -3.830  -2.104  0.362  0.38
H  -4.223  -1.087  -0.890  0.36

Summary:
- E (eV) = -15000.18562
- SMILES string = C=CN(C[NH3+])N(CC)/C(N)=C/[NH3+]
- HOMO energy (eV) = -15.4
- energy above the lowest of the compared OMol25 structures with the same formula, charge and spin (eV) = 1.835
- net charge = +2
- gap between HOMO and LUMO (Ha) = 0.347
- LUMO level (eV) = -5.98
- molecular weight (g mol⁻¹) = 173.26



# 6
DFT (ωB97M-V/def2-TZVPD) results for a 3-piece molecular cluster, C7H19O7P overall at a distorted geometry.

Last column: Mulliken charge in e.
Element x y z (Å)
O  2.137  -1.656  0.067  -0.48
C  2.033  -0.437  -0.513  0.53
O  2.938  0.691  -0.207  -0.44
O  0.894  -0.236  -1.469  -0.24
P  -0.435  0.209  -0.434  0.63
O  -1.646  -1.036  -0.310  -0.58
O  -1.112  1.766  -0.832  -0.57
H  2.676  0.951  0.746  0.37
H  -1.596  -1.343  0.661  0.38
H  -1.178  2.240  0.070  0.38
C  1.530  2.587  4.839  -1.34
C  0.960  2.447  3.437  0.86
C  0.606  3.802  2.845  -1.08
O  -0.207  1.631  3.481  -0.51
H  0.801  3.048  5.515  0.35
H  1.769  1.603  5.257  0.34
H  2.439  3.197  4.837  0.37
H  1.688  1.943  2.792  -0.19
H  -0.156  4.307  3.450  0.33
H  0.185  3.685  1.841  0.17
H  1.487  4.449  2.783  0.37
H  -0.859  2.071  4.051  0.35
C  -0.012  -2.732  -3.221  -0.85
C  -1.170  -3.459  -3.886  0.35
C  -2.357  -2.533  -4.097  -1.14
O  -1.567  -4.559  -3.072  -0.56
H  -0.301  -2.355  -2.234  0.02
H  0.831  -3.414  -3.065  0.31
H  0.328  -1.889  -3.831  0.35
H  -0.845  -3.865  -4.850  0.30
H  -2.730  -2.149  -3.140  0.22
H  -3.188  -3.073  -4.565  0.32
H  -2.088  -1.684  -4.733  0.35
H  -1.858  -4.208  -2.214  0.34

Summary:
- E (eV) = -31186.03005
- SMILES string = O=C(O)OP(O)O.CC(C)O.CC(C)O
- HOMO energy (eV) = -9.1
- net charge = 0
- gap between HOMO and LUMO (Ha) = 0.305
- LUMO level (eV) = -0.79
- molecular weight (g mol⁻¹) = 246.20